{"formula": "C11H15N", "method": "ωB97M-V with the def2-TZVPD basis set", "symbols": ["C", "C", "H", "H", "H", "H", "H", "H", "C", "C", "C", "C", "C", "C", "C", "C", "C", "N", "H", "H", "H", "H", "H", "H", "H", "H", "H"], "positions_angstrom": [[-1.9532, 3.5652, -0.8321], [-3.1217, 4.5583, -0.7750], [-2.3253, 2.5489, -0.6171], [-1.4127, 3.4681, -1.7677], [-1.3161, 3.7121, 0.0460], [-2.7521, 5.5777, -0.7306], [-3.6876, 4.3878, 0.1387], [-3.7907, 4.4184, -1.6195], [1.9041, 1.5712, 0.0704], [-0.3179, 0.7206, 0.9349], [0.9468, 0.5046, 0.3336], [-0.1958, -1.4291, 0.4307], [1.0233, -0.8731, 0.0047], [-0.4392, -2.7982, 0.4393], [2.0856, -1.6800, -0.4752], [0.5475, -3.5680, -0.1404], [1.7702, -3.0079, -0.6075], [-1.0199, -0.4292, 0.9717], [-0.7307, 1.5738, 1.4502], [-1.8582, -0.5934, 1.5023], [1.5945, 2.6112, 0.0356], [2.6625, 1.3777, -0.6825], [-1.3962, -3.1723, 0.7735], [2.9938, -1.1796, -0.7762], [0.5423, -4.6494, -0.1528], [2.5031, -3.7352, -0.9327], [2.4972, 1.5346, 1.0218]], "forces_ev_per_a": [[-0.70, -1.01, 1.11], [0.48, -0.40, -0.03], [-0.24, 0.10, -0.36], [0.20, 0.50, -0.01], [0.49, 0.43, -0.41], [-0.08, 0.16, -0.23], [-0.09, 0.00, 0.02], [-0.04, 0.19, -0.06], [1.78, 0.07, 1.62], [-1.44, -0.90, 0.87], [-0.43, 0.24, -1.27], [-0.19, -1.57, 0.29], [-0.11, 0.66, 0.68], [-0.47, 1.13, -0.57], [-1.42, 0.54, -0.33], [1.52, 0.02, -0.05], [0.22, -0.86, 0.50], [1.54, 0.91, -0.28], [0.20, 0.33, -0.33], [-0.20, 0.06, -0.05], [-0.65, -0.18, -0.23], [-0.30, -0.20, -0.30], [0.11, -0.28, 0.14], [0.26, -0.43, -0.01], [-0.57, 0.00, -0.08], [0.09, 0.22, -0.22], [0.04, 0.27, -0.41]], "spin_multiplicity": 2, "e_homo_ev": [-13.00, -13.40], "largest_force_ev_per_a": 2.40, "total_charge": 1, "relative_energy_kj_mol": 40.5, "mol_weight_g_mol": 161.25, "e_lumo_ev": [-3.616, -6.869]}